# 1
51
Properties=species:S:1:pos:R:3 method="wB97M-V/def2-TZVPD" orbital_gap_ev=7.90 energy_ev=-95112.406 spin_multiplicity=1 homo_energy_ev=-8.371
C -0.3291 4.6458 0.6646
C 0.6135 3.4461 0.1104
P -0.3143 1.8450 0.4967
C 0.0385 1.6117 2.3666
C 0.4437 0.3512 -0.4919
P 0.8335 1.0369 -2.1967
O 2.2869 1.9693 -2.2285
O -0.4467 2.1084 -2.6478
S 0.9725 -0.2487 -3.6328
C 1.7755 -0.0135 0.3827
C 2.9479 -0.6827 -0.4564
P 4.2942 -1.3755 0.7304
S 3.5652 -2.3798 2.2270
O 2.5687 -1.7959 -1.2988
S 1.2999 -2.6024 -0.5547
O 1.4028 -4.0139 -1.0865
O -0.2043 -2.0859 -1.0666
C -0.6572 -0.8582 -0.4907
C -1.8985 -0.3755 -1.4194
O -2.9769 -1.3884 -1.4111
C -4.1698 -0.8512 -1.8848
F -4.8512 -1.8234 -2.6478
F -4.9929 -0.6152 -0.7728
F -4.0338 0.2500 -2.7167
N -1.1999 -0.9044 0.8723
C -1.4127 -2.0890 1.3934
C -0.3334 -2.6157 2.4731
C -2.6398 -3.0558 1.1617
H -0.2529 4.7671 1.7893
H -1.4271 4.4317 0.4102
H -0.0756 5.6195 0.1440
H 0.7677 3.6645 -0.9846
H 1.6143 3.5555 0.6406
H -0.4427 2.5283 2.8612
H 1.1485 1.6396 2.5979
H -0.4910 0.7111 2.7952
H 2.2217 2.6044 -2.9690
H -0.0594 2.9176 -3.0464
H 2.1737 1.0136 0.7116
H 1.5187 -0.5464 1.3561
H 3.5188 0.0527 -1.1271
H 5.0798 -2.2631 -0.1016
H 5.2212 -0.3300 1.1160
H -1.6203 -0.2479 -2.5070
H -2.3516 0.5509 -0.9394
H -0.9000 -2.9989 3.3793
H 0.3485 -1.7646 2.8139
H 0.2710 -3.4930 2.0564
H -2.5582 -3.4484 0.0869
H -2.6561 -3.9696 1.8307
H -3.6309 -2.4838 1.2109

# 2
60
Properties=species:S:1:pos:R:3 method="wB97M-V/def2-TZVPD" orbital_gap_ev=10.16 total_charge=-1 relative_energy_ev=2.804 energy_ev=-39591.565 spin_multiplicity=1 homo_energy_ev=-7.694
C 1.0368 0.5822 -2.6784
C 1.0274 -0.5715 -3.7988
C 1.1958 -1.9166 -3.0950
O 0.0011 -2.3914 -2.4816
C -0.3465 1.2568 -2.5068
O -0.7589 1.1681 -1.1783
H 1.3801 0.2311 -1.7083
H 1.6981 1.3206 -3.1380
H 1.7948 -0.2370 -4.4855
H 0.0536 -0.5201 -4.3012
H 2.0541 -1.9431 -2.4078
H 1.3906 -2.6501 -3.8929
H -0.6565 -1.6837 -2.5536
H -0.2432 2.2730 -2.9458
H -1.1584 0.8705 -3.1393
H -3.5922 1.2514 -0.2786
H -2.3497 0.7471 -0.8967
O -3.2403 0.4460 -0.6293
H -3.0955 -1.1789 -2.6907
H -2.7383 -2.1944 -1.7012
O -2.5738 -1.9928 -2.6569
H -0.4346 -0.4383 1.4056
H -0.8784 -1.7704 2.1150
O -1.2133 -1.0280 1.6036
H 1.0432 3.1290 -0.2998
H 1.4837 1.9150 0.4545
O 1.7663 2.8758 0.2465
H -4.0445 0.2663 2.1554
H -0.0687 1.0691 -0.4546
O -3.2617 0.4868 2.6631
H -2.4968 -1.7003 0.7947
H -3.3768 -1.1977 -0.2835
O -2.9573 -2.0382 -0.0045
H 0.0123 0.5611 2.8217
H -1.1360 0.9355 3.7293
O -0.1804 1.0363 3.6467
H -1.2244 -4.6974 -0.9314
H -0.1280 -3.8163 -1.4500
O -0.2967 -4.6732 -1.1168
H 0.1705 -3.0900 1.2764
H -1.2125 -3.2721 0.8624
O -0.6617 -3.4134 1.6444
H 3.9868 -0.0112 1.9771
H 3.7861 -0.1029 0.4072
O 4.4053 -0.2569 1.1191
H 1.3869 2.7944 2.4554
H 2.4434 3.7599 2.0964
O 1.9706 3.4383 2.8710
H -3.5085 2.6953 1.4841
H -2.3437 2.8578 0.5410
O -3.3067 2.9207 0.5704
H 3.1047 1.6019 3.4122
H 2.1498 0.7614 2.6576
O 2.9508 0.6771 3.1724
H -2.6327 -0.1437 2.2576
H 1.5219 -0.0581 0.9766
O 0.7944 0.5600 0.8595
H 4.4937 1.9572 -0.1248
H 3.2148 2.7565 -0.6603
O 4.1041 2.3999 -0.8827

# 3
75
Properties=species:S:1:pos:R:3 method="wB97M-V/def2-TZVPD" orbital_gap_ev=5.93 total_charge=-1 energy_ev=-50931.320 spin_multiplicity=1 homo_energy_ev=-4.239
N 3.3857 0.2388 1.0867
N 3.6928 -0.7979 2.0489
C 3.8617 -2.0837 1.4104
C 2.5954 -2.7939 0.8935
C 1.5203 -3.1144 1.9361
O 0.6882 -4.1540 1.4353
C 0.5907 -1.9155 2.2645
F 0.7033 -0.8842 1.3945
F 0.8177 -1.4115 3.4971
F -0.7128 -2.2506 2.2421
C 4.6112 -3.0841 2.3347
O 4.9431 -4.1674 1.7783
O 4.7884 -2.7556 3.5170
H 2.8555 -0.1688 0.3167
H 2.7435 0.9013 1.5102
H 3.0404 -0.8144 2.8208
H 4.4987 -1.8984 0.5421
H 2.1411 -2.2965 0.0300
H 2.9434 -3.7671 0.5385
H 1.9693 -3.4799 2.8592
H 0.8504 -4.2111 0.4829
C 2.8480 -0.4391 -3.2606
O 3.2377 -0.1961 -1.9212
H 3.2391 -1.4136 -3.5462
H 1.7573 -0.4540 -3.3663
H 3.2615 0.3183 -3.9349
H 2.9020 0.6727 -1.6735
C 4.6430 -7.8547 1.2811
O 3.5290 -6.9857 1.2303
H 4.3397 -8.8104 0.8523
H 5.4821 -7.4563 0.7026
H 4.9725 -8.0200 2.3117
H 3.8170 -6.1443 1.6099
C -1.3784 1.9306 0.5114
O -1.1077 1.8233 1.9026
H -1.7230 2.9444 0.3170
H -0.4754 1.7418 -0.0755
H -2.1559 1.2255 0.2053
H -0.7994 0.9238 2.0650
C -4.7694 1.3927 2.5575
O -3.9932 2.0672 3.5395
H -5.8035 1.3847 2.8925
H -4.7182 1.9103 1.5962
H -4.4291 0.3607 2.4310
H -3.0798 2.0703 3.2293
C -8.3619 2.9545 1.2936
O -7.3111 2.4262 0.4830
H -8.9484 2.1173 1.6625
H -7.9504 3.5030 2.1463
H -9.0111 3.6098 0.7169
H -6.7938 3.1676 0.1588
C -11.7118 3.7368 -0.7703
O -11.3853 3.9056 0.6050
H -11.3129 2.7751 -1.0829
H -12.7941 3.7373 -0.9229
H -11.2609 4.5219 -1.3833
H -11.7349 4.7544 0.8894
C 4.4502 3.9515 -1.4215
O 3.5932 2.8128 -1.4802
H 5.4752 3.5923 -1.4313
H 4.2947 4.6068 -2.2798
H 4.2793 4.5128 -0.4991
H 2.6871 3.1336 -1.4673
C 0.0455 -5.2481 -2.4220
O 0.7174 -4.4943 -1.4225
H -1.0053 -5.2897 -2.1470
H 0.1384 -4.7699 -3.4008
H 0.4385 -6.2662 -2.4761
H 1.6520 -4.4521 -1.6512
C 4.9168 6.2522 -4.9980
O 5.3228 6.4870 -3.6547
H 5.2920 5.2731 -5.2843
H 3.8270 6.2524 -5.0884
H 5.3344 7.0025 -5.6748
H 4.9936 7.3512 -3.3936

# 4
18
Properties=species:S:1:pos:R:3 method="wB97M-V/def2-TZVPD" orbital_gap_ev="11.01 / 3.73" total_charge=+2 relative_energy_ev=0.000 energy_ev=-10890.814 spin_multiplicity=2 homo_energy_ev="-18.729 / -18.524"
C -0.5634 1.5022 -2.7142
N -0.7473 0.3198 -2.3006
H 0.2651 2.0768 -2.3284
H -1.2492 1.9806 -3.4026
H -1.5454 -0.2084 -2.6409
H -0.1289 -0.0702 -1.5584
H -0.0162 1.1214 3.3357
H -0.2325 -0.1065 4.2156
O -0.0036 0.1509 3.3084
H -1.8515 0.1183 2.3953
H -3.3488 0.1858 1.8787
O -2.4096 0.2526 1.5740
H 0.4635 -0.4772 0.8908
H 1.3793 -0.9813 -0.1980
O 0.5282 -0.4657 -0.0768
H 3.6514 -1.6801 -0.1754
H 2.9759 -2.1021 -1.5211
O 2.8330 -1.6169 -0.6822

# 5
12
Properties=species:S:1:pos:R:3 method="wB97M-V/def2-TZVPD" orbital_gap_ev=11.47 relative_energy_ev=0.833 energy_ev=-8319.843 spin_multiplicity=1 homo_energy_ev=-11.088 smiles=O.O.O.O
O 0.2903 1.1246 2.6377
H 0.2253 0.5436 1.8918
H 1.1793 1.0516 2.9318
O 0.6203 -1.5944 -1.9752
H 0.3773 -1.1134 -1.1292
H -0.2397 -1.8104 -2.3032
O -0.1657 -0.6934 0.6578
H -0.7567 -1.4234 0.9718
H -0.7607 -0.0514 0.2868
O -0.5887 1.4296 -1.0802
H 0.3523 1.4906 -0.9132
H -0.5337 1.0466 -1.9762